*w*
{
  "formula": "C6H11NS",
  "method": "ωB97M-V/def2-TZVPD",
  "total_charge": 0,
  "homo_ev": -8.52,
  "smiles": "CC[C@@]1(C)CN1C=S",
  "spin_multiplicity": 1,
  "symbols": ["C", "C", "C", "C", "C", "C", "H", "H", "H", "H", "H", "H", "H", "H", "H", "H", "H", "N", "S"],
  "coordinates": [[0.71, -0.36, -2.18], [0.52, -1.05, -0.83], [0.19, -0.18, 0.33], [-0.04, -0.93, 1.65], [0.69, 1.22, 0.45], [-1.85, 1.38, 0.64], [0.84, -1.09, -2.97], [1.60, 0.26, -2.16], [-0.18, 0.25, -2.38], [1.36, -1.68, -0.56], [-0.28, -1.83, -0.91], [-0.87, -1.59, 1.59], [-0.19, -0.15, 2.48], [0.95, -1.43, 1.90], [0.85, 1.62, 1.46], [1.35, 1.61, -0.27], [-1.84, 2.54, 0.79], [-0.66, 0.95, 0.07], [-3.16, 0.45, 0.91]]
}

=====

*x*
{
  "formula": "C6H11NS",
  "method": "ωB97M-V/def2-TZVPD",
  "total_charge": 0,
  "homo_ev": -8.39,
  "smiles": "C[C@@]12CSC[C@]1(C)N2",
  "spin_multiplicity": 1,
  "symbols": ["C", "C", "C", "C", "C", "C", "H", "H", "H", "H", "H", "H", "H", "H", "H", "H", "H", "N", "S"],
  "coordinates": [[-1.18, -0.50, 1.41], [-0.18, -0.66, 0.27], [-0.49, -1.75, -0.75], [0.86, 0.27, -1.73], [0.63, 0.48, -0.25], [0.38, 1.84, 0.31], [-1.20, -1.41, 2.04], [-0.99, 0.34, 2.10], [-2.20, -0.40, 1.00], [-0.33, -2.73, -0.29], [-1.52, -1.74, -1.07], [0.24, 1.09, -2.26], [1.88, 0.54, -1.98], [1.22, 2.52, -0.02], [0.20, 1.93, 1.36], [-0.52, 2.27, -0.13], [1.30, -0.09, 1.54], [1.26, -0.54, 0.60], [0.65, -1.45, -2.16]]
}

=====

*y*
{
  "formula": "C6H11NS",
  "method": "ωB97M-V/def2-TZVPD",
  "total_charge": 0,
  "homo_ev": -8.12,
  "spin_multiplicity": 1,
  "symbols": ["C", "C", "C", "C", "C", "C", "H", "H", "H", "H", "H", "H", "H", "H", "H", "H", "H", "N", "S"],
  "coordinates": [[1.11, -1.72, 0.92], [0.50, 0.66, 0.73], [-0.56, 1.14, -0.27], [0.03, 0.83, -1.62], [0.06, -0.64, -1.02], [-1.28, -0.20, -0.26], [1.68, -2.52, 0.34], [0.18, -2.26, 1.30], [1.81, -1.49, 1.83], [1.39, 1.37, 0.91], [0.10, 0.45, 1.72], [-1.21, 2.60, 1.37], [-0.80, 0.84, -2.27], [1.09, 1.13, -1.97], [-0.05, -1.57, -1.49], [-1.57, -0.57, 0.76], [-2.12, -0.25, -1.02], [0.96, -0.54, 0.13], [-1.32, 2.73, -0.09]]
}

=====

Which structure wins on stability? *x* wins.

=====

*w*
{
  "formula": "Cl2H2N2S2",
  "method": "ωB97M-V/def2-TZVPD",
  "total_charge": 0,
  "homo_ev": [-8.13, -8.18],
  "spin_multiplicity": 1,
  "symbols": ["N", "N", "S", "S", "Cl", "Cl", "H", "H"],
  "coordinates": [[0.38, 0.08, -1.64], [0.89, 0.62, 1.39], [-0.45, -1.10, -1.09], [-0.01, -0.71, 1.46], [-0.35, 1.57, -2.08], [2.57, 0.32, 1.41], [-1.65, -0.76, -0.77], [-1.40, -0.02, 1.32]]
}

=====

*x*
{
  "formula": "Cl2H2N2S2",
  "method": "ωB97M-V/def2-TZVPD",
  "total_charge": 0,
  "homo_ev": -9.50,
  "smiles": "SN(Cl)N(S)Cl",
  "spin_multiplicity": 1,
  "symbols": ["N", "N", "S", "S", "Cl", "Cl", "H", "H"],
  "coordinates": [[1.15, 0.04, 0.42], [0.75, 0.62, -0.66], [1.45, -1.68, 0.21], [-0.10, 2.08, -0.35], [2.36, 1.01, 1.42], [1.84, 0.93, -2.08], [0.37, -1.68, 1.01], [-1.14, 1.89, -1.31]]
}

=====

Which structure wins on stability? *x* wins.

=====

*w*
{
  "formula": "CH2O4S",
  "method": "ωB97M-V/def2-TZVPD",
  "total_charge": 0,
  "homo_ev": -10.75,
  "spin_multiplicity": 1,
  "symbols": ["C", "O", "O", "O", "O", "S", "H", "H"],
  "coordinates": [[-0.14, 1.40, 0.91], [0.74, -1.79, -0.17], [-0.48, -0.76, -2.02], [-0.53, 0.38, 0.19], [0.94, 1.90, 0.95], [0.48, -0.43, -1.02], [-1.13, 1.79, 1.49], [0.11, -2.50, -0.33]]
}

=====

*x*
{
  "formula": "CH2O4S",
  "method": "ωB97M-V/def2-TZVPD",
  "total_charge": 0,
  "homo_ev": -10.57,
  "spin_multiplicity": 1,
  "symbols": ["C", "O", "O", "O", "O", "S", "H", "H"],
  "coordinates": [[0.85, -0.85, -0.21], [-0.37, 1.79, 0.08], [0.03, -0.45, -1.17], [-1.86, -0.19, 0.52], [0.79, -0.67, 0.96], [-1.27, 0.57, -0.57], [1.67, -1.67, -0.48], [0.16, 1.46, 0.87]]
}

=====

Which structure wins on stability? *w* wins.

=====

*w*
{
  "formula": "C3H5F3S",
  "method": "ωB97M-V/def2-TZVPD",
  "total_charge": 0,
  "homo_ev": -10.82,
  "spin_multiplicity": 1,
  "symbols": ["C", "C", "C", "F", "F", "F", "S", "H", "H", "H", "H", "H"],
  "coordinates": [[-1.48, -0.10, 0.54], [-0.35, -0.51, -0.45], [0.97, 0.10, -0.12], [-0.22, -1.81, -0.43], [2.05, -0.63, -0.50], [1.14, -0.35, 1.62], [1.24, 1.78, -0.36], [-2.39, -0.64, 0.05], [-1.56, 0.98, 0.31], [-1.13, -0.25, 1.56], [-0.72, -0.27, -1.48], [2.46, 1.68, -0.73]]
}

=====

*x*
{
  "formula": "C3H5F3S",
  "method": "ωB97M-V/def2-TZVPD",
  "total_charge": 0,
  "homo_ev": -9.17,
  "smiles": "CC(S)=C(F)F.F",
  "spin_multiplicity": 1,
  "symbols": ["C", "C", "C", "F", "F", "F", "S", "H", "H", "H", "H", "H"],
  "coordinates": [[0.39, 1.14, 0.80], [0.25, 0.22, -1.49], [-0.25, 0.32, -0.27], [-0.25, -0.53, -2.48], [1.33, 0.87, -1.92], [0.66, -2.26, 1.56], [-1.68, -0.61, 0.22], [-0.36, 1.74, 1.32], [0.87, 0.49, 1.53], [1.14, 1.80, 0.38], [-0.20, -1.97, 1.28], [-1.90, -1.20, -0.95]]
}

=====

Which structure wins on stability? *x* wins.

=====

*w*
{
  "formula": "C3H7NO3S",
  "method": "ωB97M-V/def2-TZVPD",
  "total_charge": 0,
  "homo_ev": -8.66,
  "smiles": "C1=NCCO1.OSO",
  "spin_multiplicity": 1,
  "symbols": ["C", "C", "C", "N", "O", "O", "O", "S", "H", "H", "H", "H", "H", "H", "H"],
  "coordinates": [[0.41, 0.09, 0.51], [1.63, -0.81, 0.72], [2.02, 0.53, -0.96], [0.85, 0.97, -0.64], [-2.28, 1.15, -1.03], [-2.99, -0.80, 0.47], [2.56, -0.48, -0.28], [-3.17, 0.90, 0.27], [-0.48, -0.38, 0.06], [0.25, 0.78, 1.33], [2.05, -0.61, 1.79], [1.46, -1.88, 0.53], [2.49, 0.98, -1.86], [-3.48, -1.43, -0.12], [-1.32, 0.97, -0.77]]
}

=====

*x*
{
  "formula": "C3H7NO3S",
  "method": "ωB97M-V/def2-TZVPD",
  "total_charge": 0,
  "homo_ev": -9.62,
  "spin_multiplicity": 1,
  "symbols": ["C", "C", "C", "H", "H", "H", "H", "H", "H", "H", "N", "O", "O", "O", "S"],
  "coordinates": [[0.83, -0.45, 0.85], [0.13, 0.77, 0.52], [-0.08, 0.72, -1.02], [0.07, -2.43, 1.01], [2.38, -0.23, 0.87], [0.53, -0.48, 2.15], [-0.81, 0.86, 0.96], [1.51, 2.03, 0.30], [-0.88, -0.52, -2.69], [-1.96, -1.43, 0.04], [-1.04, -0.10, -1.58], [0.29, -1.53, 0.08], [0.75, 1.87, 0.96], [0.82, 1.15, -1.72], [-2.54, -0.24, -0.72]]
}

=====

Which structure wins on stability? *w* wins.

=====

*w*
{
  "formula": "H39O20",
  "method": "ωB97M-V/def2-TZVPD",
  "total_charge": -1,
  "homo_ev": -7.47,
  "spin_multiplicity": 1,
  "symbols": ["O", "H", "O", "H", "H", "O", "H", "H", "O", "H", "H", "O", "H", "H", "O", "H", "H", "O", "H", "H", "O", "H", "H", "O", "H", "H", "O", "H", "H", "O", "H", "H", "O", "H", "H", "O", "H", "H", "O", "H", "H", "O", "H", "H", "O", "H", "H", "O", "H", "H", "O", "H", "H", "O", "H", "H", "O", "H", "H"],
  "coordinates": [[-2.24, 4.04, 2.69], [-1.30, 3.89, 2.56], [-0.02, 2.33, -4.77], [-0.23, 1.46, -4.40], [-0.41, 2.80, -4.02], [-2.66, 1.04, 1.81], [-3.50, 0.64, 2.04], [-2.28, 0.88, 0.91], [-1.63, 4.60, -0.39], [-1.54, 4.63, 0.57], [-2.79, 3.27, 2.51], [1.83, -1.05, 5.08], [1.47, -1.94, 5.07], [1.82, -1.05, 4.10], [-2.09, 1.01, -0.74], [-2.16, 1.93, -0.47], [-0.70, 4.83, -0.56], [-0.54, -2.86, -1.32], [-0.09, -3.22, -2.09], [-0.54, -3.49, -0.62], [3.23, 0.81, 0.94], [-1.98, -0.61, 4.40], [-0.89, -0.16, 1.89], [2.62, -3.20, -3.21], [3.48, -3.30, -3.62], [2.41, -2.25, -3.24], [-2.81, 2.27, -3.69], [-2.98, 2.23, -2.74], [-1.98, 1.74, -3.65], [-2.14, -1.35, 5.00], [-1.56, 0.80, -1.81], [-1.63, -2.07, 4.62], [0.39, 1.96, -0.24], [0.25, 1.98, 0.71], [-0.20, 1.27, -0.52], [-1.21, 0.31, -2.85], [-1.60, -0.56, -2.89], [3.77, 0.95, 0.16], [-0.26, -0.72, 1.40], [2.43, 0.40, 0.62], [-0.67, -0.77, 0.53], [1.21, -4.74, 2.35], [0.62, -5.43, 2.06], [1.02, -3.87, 2.02], [1.14, -0.76, -3.19], [0.45, -0.67, -2.52], [0.81, 0.02, -3.66], [3.45, -1.86, 1.82], [3.15, -2.61, 1.30], [3.21, -1.04, 1.39], [3.65, 3.51, 1.25], [3.45, 3.26, 2.16], [3.34, 2.70, 0.82], [-4.46, -3.91, 0.23], [-4.95, -3.87, -0.60], [-3.56, -3.90, -0.12], [3.23, -0.11, -1.67], [2.55, -0.74, -1.41], [2.63, 0.57, -1.99]]
}

=====

*x*
{
  "formula": "H39O20",
  "method": "ωB97M-V/def2-TZVPD",
  "total_charge": -1,
  "homo_ev": -6.40,
  "spin_multiplicity": 1,
  "symbols": ["O", "H", "O", "H", "H", "O", "H", "H", "O", "H", "H", "O", "H", "H", "O", "H", "H", "O", "H", "H", "O", "H", "H", "O", "H", "H", "O", "H", "H", "O", "H", "H", "O", "H", "H", "O", "H", "H", "O", "H", "H", "O", "H", "H", "O", "H", "H", "O", "H", "H", "O", "H", "H", "O", "H", "H", "O", "H", "H"],
  "coordinates": [[-0.41, 4.85, 2.72], [-1.95, 5.29, 0.48], [-4.27, -2.28, -2.36], [-4.93, -2.51, -2.87], [-4.70, -1.91, -1.55], [3.26, -0.25, 2.63], [2.84, -1.02, 2.29], [3.72, 0.30, 1.92], [2.94, -2.46, 0.66], [2.34, -2.04, 0.08], [0.15, -1.04, -0.90], [0.76, -0.79, -0.22], [-0.90, 3.98, 2.59], [0.77, 0.13, -0.45], [1.11, 2.28, 0.46], [0.49, 4.45, 2.93], [2.43, -2.23, 1.40], [-1.78, -2.95, -0.84], [-2.14, -3.20, -1.65], [-0.95, -3.37, -0.77], [3.69, -3.42, -2.34], [0.57, 2.05, 1.30], [0.40, 2.00, 4.62], [-0.49, -3.07, -4.03], [-1.32, -2.87, -3.69], [0.00, -2.32, -3.54], [-0.40, -5.55, -0.22], [-1.31, -5.71, -0.76], [-0.79, -5.11, 0.58], [-1.13, 2.56, 1.50], [-0.86, 3.26, -3.49], [-1.87, 1.95, 1.66], [-1.37, 4.66, 0.06], [-1.16, 3.75, 0.82], [0.48, 2.75, -0.02], [-1.61, 3.43, -4.02], [-1.51, 2.42, -4.16], [3.99, -2.74, -1.89], [1.29, 2.31, 4.54], [3.02, -3.77, -1.81], [1.79, 1.47, 4.64], [-2.47, -0.66, 1.88], [-1.82, -1.43, 1.40], [-2.51, 0.10, 1.33], [3.68, 2.83, 0.75], [2.61, 2.79, 0.40], [3.90, 2.04, 1.30], [-3.43, 3.11, -0.54], [-2.64, 3.69, -0.03], [-3.16, 2.70, -1.33], [1.77, -1.96, -2.46], [2.29, -2.53, -2.93], [2.16, -2.00, -1.59], [-2.84, -0.22, -3.40], [-2.99, -0.80, -2.68], [-2.36, 0.56, -3.12], [1.92, -1.84, 5.25], [2.77, -1.73, 4.76], [1.29, -2.13, 4.66]]
}

=====

Which structure wins on stability? *w* wins.